(1)
{"formula": "C19H28BrNO2", "method": "ωB97M-V/def2-TZVPD", "species": ["C", "C", "H", "C", "O", "N", "C", "H", "H", "C", "H", "H", "H", "H", "H", "H", "C", "C", "O", "H", "H", "C", "H", "C", "H", "C", "C", "H", "C", "C", "H", "C", "H", "H", "C", "H", "C", "H", "H", "H", "C", "Br", "C", "H", "H", "H", "H", "H", "H", "H", "C"], "coordinates": [[-1.7153, 0.7160, 0.6524], [-1.1591, -1.5615, 1.1940], [-5.6964, 1.0651, -2.3549], [4.4513, -1.2049, -0.7567], [-1.5641, -2.8594, 1.1429], [2.4619, 1.3583, 1.2845], [-3.7667, 0.2628, -1.8328], [3.2499, 1.8567, 1.6827], [-4.0873, 2.6175, -0.2950], [1.7052, 0.6780, 2.3184], [0.2397, -3.8876, 1.1738], [-2.7413, 0.6223, -1.7532], [2.4367, 2.1298, -1.2113], [2.2296, -0.1874, 2.7587], [4.9206, 0.1992, 0.8088], [3.9443, 1.3408, -3.0369], [3.2766, 1.4695, -0.9920], [0.0354, -1.1242, 1.7365], [-3.1976, -1.1681, 0.1338], [0.7304, -1.8327, 2.1596], [4.1176, 2.0940, -0.6819], [2.8923, 0.5430, 0.1633], [-4.9369, -1.1928, -0.7533], [3.6633, 0.6640, -2.2276], [-4.3443, 0.8413, 1.2630], [-2.0607, -0.6237, 0.6319], [-0.7258, -3.8456, 1.6895], [2.8028, 0.0801, -2.5632], [-4.2002, -0.4157, -0.5206], [-0.5095, 1.1215, 1.2083], [-1.2505, -4.7886, 1.5445], [4.0651, -0.3972, 0.4782], [5.0751, -0.8682, -2.7938], [-5.8931, 0.3738, 0.5824], [4.8209, -0.2781, -1.9107], [5.2918, -1.8625, -0.5219], [-4.9098, 1.9460, -0.5466], [-3.8136, -0.4291, -2.6722], [-5.8365, 2.5036, -0.4213], [5.7005, 0.3089, -1.6358], [-4.8807, 0.6857, 0.3281], [-0.1282, 2.9830, 1.2004], [-4.7401, 1.4292, -1.9762], [-4.3709, 2.1969, -2.6542], [2.0281, -0.0604, -0.1425], [1.5282, 1.4039, 3.1198], [3.7946, -1.0755, 1.2914], [-2.3670, 1.4672, 0.2438], [-0.5589, -3.6865, 2.7603], [3.6078, -1.8333, -1.0540], [0.3849, 0.2246, 1.7576]], "lowdin_charge": [-0.06, -0.19, 0.11, -0.21, -0.06, -0.07, -0.13, 0.12, 0.10, -0.21, 0.10, 0.11, 0.11, 0.11, 0.12, 0.11, -0.16, 0.03, 0.01, 0.11, 0.12, -0.37, 0.15, -0.20, 0.11, -0.18, -0.08, 0.11, -0.29, -0.59, 0.09, -0.16, 0.11, 0.11, -0.21, 0.11, -0.19, 0.12, 0.11, 0.11, -0.12, 0.78, -0.19, 0.11, 0.15, 0.11, 0.10, 0.08, 0.10, 0.11, -0.27], "e_tot_ev": -95784.7479, "smiles": "COc1cc(CNC2CCCCC2)c(Br)cc1OC1CCCC1", "e_lumo_ev": 0.8, "e_above_lowest_kcal_mol": 0.0, "orbital_gap_ha": 0.3170}

***

(2)
{"formula": "C3H4N2OS2", "method": "ωB97M-V/def2-TZVPD", "species": ["O", "H", "C", "C", "C", "H", "S", "S", "H", "N", "H", "N"], "coordinates": [[3.2231, 0.6300, 0.2906], [-1.3815, 1.8477, 1.4186], [2.7409, -0.5276, -0.1524], [-1.7036, -0.6404, -0.1509], [0.6276, 0.3199, -0.1455], [-2.6782, -0.1746, -0.0476], [-1.2740, -2.1174, 0.1540], [-1.2283, 2.1966, 0.0028], [1.2714, 1.2894, -0.1427], [-0.7726, 0.4311, -0.3004], [3.1638, -1.6225, -0.3918], [1.3277, -0.7964, -0.1248]], "lowdin_charge": [-0.09, -0.05, -0.22, -0.76, -0.27, 0.04, 0.76, 0.75, 0.13, -0.46, 0.16, 0.00], "e_tot_ev": -29870.4358, "smiles": "O=C/N=C/N(S)C=S", "e_lumo_ev": -0.8, "e_above_lowest_kcal_mol": 85.5, "orbital_gap_ha": 0.2937}

***

(3)
{"formula": "FH14O7", "method": "ωB97M-V/def2-TZVPD", "species": ["O", "H", "O", "H", "O", "H", "O", "H", "H", "F", "O", "H", "O", "H", "H", "H", "H", "H", "H", "H", "H", "O"], "coordinates": [[-1.4916, 1.7540, -0.9073], [-0.5085, -0.9148, -2.7364], [0.6877, 1.7045, 1.9530], [-0.1434, 2.0745, 2.2422], [1.9806, 2.5050, -0.7338], [-1.5028, -2.8268, 0.2004], [0.2954, -0.6003, -2.3417], [-0.5417, -0.9268, 1.5663], [1.0317, 2.3019, -0.8712], [-0.3032, -0.1304, 0.1975], [-1.8348, -2.1671, -0.4205], [1.7316, -2.1008, -0.4158], [-0.5179, -1.4342, 2.4063], [0.0591, -0.4675, -1.4410], [-0.5184, -0.7266, 3.0489], [0.4097, 1.1718, 1.2116], [2.4218, 1.8825, -1.2356], [-2.3500, 1.3040, -0.9493], [1.1562, -0.8384, 0.0469], [-1.2183, -1.4210, -0.2941], [-0.8661, 1.1275, -0.4801], [2.0230, -1.2713, -0.0465]], "lowdin_charge": [-0.10, 0.03, -0.05, 0.03, -0.03, 0.03, -0.05, -0.03, 0.03, -0.45, -0.09, 0.02, -0.09, -0.06, 0.01, -0.03, -0.01, 0.03, -0.03, -0.03, -0.04, -0.08], "e_tot_ev": -17280.4589, "e_lumo_ev": 3.6, "total_charge": -1, "e_above_lowest_kcal_mol": 10.9, "orbital_gap_ha": 0.3918}